{
  "formula": "C20H24N2O3PdS",
  "method": "ωB97M-V/def2-TZVPD",
  "species": ["Pd", "O", "C", "C", "C", "C", "C", "C", "C", "N", "N", "C", "O", "C", "C", "C", "C", "C", "C", "H", "H", "H", "H", "H", "H", "H", "H", "H", "H", "C", "C", "C", "S", "O", "C", "C", "C", "H", "H", "H", "H", "H", "H", "H", "H", "H", "H", "H", "H", "H", "H"],
  "positions_angstrom": [[-0.7028, 0.1610, -0.2824], [0.3690, 1.0667, -1.7038], [0.1801, 1.0197, -2.9429], [1.0759, 1.7470, -3.7853], [0.9273, 1.7382, -5.1275], [-0.1319, 1.0033, -5.7831], [-1.0117, 0.3031, -5.0582], [-0.9259, 0.2582, -3.6026], [-1.8650, -0.4669, -2.9644], [-1.9375, -0.6106, -1.5751], [-2.8833, -1.3084, -1.1497], [-2.8741, -1.3988, 0.3012], [-1.9419, -0.8568, 0.9365], [-3.9554, -2.1078, 0.8872], [-4.0356, -2.1730, 2.2951], [-5.0757, -2.8513, 2.8811], [-6.0387, -3.4684, 2.0777], [-5.9689, -3.4111, 0.6886], [-4.9332, -2.7325, 0.0846], [1.8661, 2.2990, -3.2967], [1.6205, 2.2986, -5.7422], [-0.2012, 1.0319, -6.8612], [-1.8125, -0.2495, -5.5313], [-2.6438, -0.9891, -3.5080], [-3.2803, -1.6839, 2.8945], [-5.1535, -2.9080, 3.9574], [-6.8562, -4.0008, 2.5464], [-6.7241, -3.8962, 0.0870], [-4.8682, -2.6822, -0.9919], [3.2252, -1.2509, 3.2849], [3.3787, 0.2517, 3.4777], [2.1450, 1.0450, 3.0505], [1.8846, 0.9586, 1.2650], [0.3263, 1.0413, 1.1749], [2.4184, 2.6016, 0.7616], [3.9379, 2.7472, 0.7820], [4.6741, 1.7154, -0.0664], [4.1580, -1.7644, 3.5098], [2.9539, -1.5063, 2.2579], [2.4564, -1.6508, 3.9472], [4.2642, 0.6227, 2.9564], [3.5388, 0.4771, 4.5336], [2.2017, 2.0989, 3.3236], [1.2295, 0.6232, 3.4682], [1.9194, 3.3115, 1.4234], [2.0130, 2.7148, -0.2461], [4.2951, 2.7232, 1.8139], [4.1542, 3.7533, 0.4197], [4.6760, 0.7256, 0.3941], [5.7122, 2.0096, -0.2076], [4.2195, 1.6202, -1.0554]],
  "mulliken_charge": [0.8590, -0.5553, 1.3870, -0.6377, -0.3396, -0.6727, -1.0567, 0.6160, -0.4951, 0.3880, -0.4637, 0.7838, -0.8267, 0.6164, -0.4887, -0.6731, -0.3092, -0.7768, -0.0576, 0.4620, 0.4300, 0.4465, 0.3879, 0.4385, 0.4174, 0.4322, 0.4237, 0.4292, 0.4328, -1.2732, -0.1581, -0.8212, 0.6280, -0.6217, -0.7432, -0.4651, -1.0292, 0.3808, 0.3452, 0.3450, 0.1569, 0.4024, 0.3755, 0.5079, 0.4919, 0.3039, 0.2532, 0.3962, 0.3100, 0.3806, 0.2364],
  "energy_ha": -1637.17919,
  "de_lowest_ev": 0.0000,
  "gap_ev": [6.01, 6.00],
  "total_charge": 2
}